#1
A 2-piece molecular cluster, BrH2NOS overall, computed with ωB97M-V with the def2-TZVPD basis set.

Total charge ... 0
Frontier orbital gap ... 8.564 eV

Geometry (Å):
Br (-1.56, 2.67, 0.87)
S (-0.68, 1.64, -0.99)
O (0.90, -1.65, 0.70)
N (-0.80, 0.24, -0.90)
H (1.59, -2.03, 0.21)
H (0.55, -0.88, 0.11)



#2
A 2-piece molecular cluster, BrH2NOS overall, computed with ωB97M-V with the def2-TZVPD basis set.

Total charge ... 0
Frontier orbital gap ... 8.253 eV

Geometry (Å):
Br (-1.77, 1.17, 0.29)
S (0.67, 1.37, 0.27)
O (-0.35, -1.45, 0.51)
N (1.25, 1.07, -1.02)
H (-0.22, -0.62, -0.36)
H (0.42, -1.54, 0.31)



Here are the energies relative to the best structure, in eV: #1 0.000; #2 2.525.



#1
One molecule with the formula C3H6N2OS, computed with ωB97M-V with the def2-TZVPD basis set.

Total charge ... 0
Frontier orbital gap ... 8.357 eV
SMILES ... NN[C@@H](C=O)C=S

Geometry (Å):
S (-2.58, 0.56, -1.48)
O (0.65, 2.19, 0.21)
N (1.50, -0.94, 0.93)
N (0.07, -1.00, 0.97)
C (-1.29, -0.26, -0.93)
C (0.30, 1.22, -0.33)
C (-0.60, 0.11, 0.32)
H (1.86, -0.38, 0.15)
H (1.90, -0.72, 1.76)
H (-0.73, -0.89, -1.59)
H (-1.30, 0.71, 0.98)
H (-0.30, -1.83, 0.50)
H (0.50, 1.23, -1.49)



#2
One molecule with the formula C3H6N2OS, computed with ωB97M-V with the def2-TZVPD basis set.

Total charge ... 0
Frontier orbital gap (spin up / spin down) ... 7.360 / 7.950 eV

Geometry (Å):
S (3.00, 0.61, 0.03)
O (-0.53, 0.04, 0.18)
N (1.71, -0.32, 0.02)
N (-0.52, 1.26, 0.75)
C (0.13, -2.14, 0.20)
C (-0.99, 2.12, -0.28)
C (0.53, -0.76, 0.13)
H (-0.13, 2.51, -0.84)
H (-1.66, 1.47, -0.89)
H (-0.48, -2.41, 1.01)
H (-0.44, -2.49, -0.71)
H (1.00, -2.82, 0.22)
H (-1.62, 2.92, 0.18)



Here are the energies relative to the best structure, in eV: #1 0.000; #2 1.598.



#1
One molecule with the formula C3H6N2OS, computed with ωB97M-V with the def2-TZVPD basis set.

Total charge ... 0
Frontier orbital gap ... 8.425 eV
SMILES ... NN[C@@H](C=O)C=S

Geometry (Å):
S (-1.81, 1.90, -1.37)
O (-2.02, -1.66, 0.56)
N (0.39, 0.82, 0.06)
N (1.69, 0.48, 0.49)
C (-1.55, 0.34, -1.37)
C (-1.13, -0.86, 0.60)
C (-0.32, -0.30, -0.46)
H (-2.25, -0.27, -1.83)
H (1.87, 0.52, 1.54)
H (0.14, -1.07, -0.98)
H (-0.92, -0.28, 1.62)
H (2.27, 1.21, 0.08)
H (-0.15, 1.34, 0.77)



#2
One molecule with the formula C3H6N2OS, computed with ωB97M-V with the def2-TZVPD basis set.

Total charge ... 0
Frontier orbital gap ... 9.159 eV
SMILES ... [H]/N=C1/NSC[C@@H]1O

Geometry (Å):
S (2.05, 0.49, -0.51)
O (-1.16, -0.18, -1.34)
N (-1.27, 1.21, 1.31)
N (1.03, 0.94, 0.85)
C (1.04, -1.05, -0.70)
C (-0.38, -0.65, -0.25)
C (-0.33, 0.57, 0.73)
H (-2.14, 0.74, 1.26)
H (1.46, -1.77, 0.03)
H (1.02, 1.92, 1.05)
H (-0.78, -1.56, 0.32)
H (-1.53, 0.76, -1.03)
H (1.01, -1.41, -1.72)



Here are the energies relative to the best structure, in eV: #1 2.035; #2 0.000.



#1
An isolated ion of composition CH4NO2Si and charge -1, computed with ωB97M-V with the def2-TZVPD basis set.

Total charge ... -1
Frontier orbital gap ... 7.706 eV

Geometry (Å):
Si (-0.01, -0.46, -0.25)
O (1.45, -0.21, -0.76)
O (2.58, 1.51, 0.49)
N (-1.59, 0.16, 0.03)
C (2.54, 0.33, 0.52)
H (-2.23, 0.12, -0.72)
H (-2.10, 0.83, 0.77)
H (-0.51, -1.43, -1.28)
H (-0.14, -0.85, 1.20)



#2
A 2-piece molecular cluster, CH4NO2Si overall, computed with ωB97M-V with the def2-TZVPD basis set.

Total charge ... -1
Frontier orbital gap ... 8.754 eV

Geometry (Å):
Si (0.30, 0.02, -0.35)
O (-0.96, -0.48, 0.41)
O (-3.21, 0.93, -0.16)
N (1.92, -0.35, 0.39)
C (-3.06, -0.16, 0.23)
H (2.07, -1.26, 0.85)
H (2.18, 0.41, 0.99)
H (0.25, -0.59, -1.87)
H (0.52, 1.47, -0.49)



Here are the energies relative to the best structure, in eV: #1 1.329; #2 0.000.



#1
A 2-piece molecular cluster, C3H8S2 overall, computed with ωB97M-V with the def2-TZVPD basis set.

Total charge ... 0
Frontier orbital gap ... 8.591 eV
SMILES ... CC(C)=S.S

Geometry (Å):
S (0.23, -1.79, 2.23)
S (0.35, 1.20, -2.28)
C (0.76, 0.04, 0.17)
C (-0.14, 0.73, -0.81)
C (-1.55, 0.96, -0.32)
H (0.34, -0.93, 0.45)
H (-2.01, 0.00, -0.05)
H (-1.53, 1.56, 0.60)
H (1.76, -0.10, -0.23)
H (-0.66, -2.70, 2.66)
H (-2.16, 1.46, -1.06)
H (-0.25, -0.83, 3.04)
H (0.82, 0.63, 1.10)



#2
A 2-piece molecular cluster, C3H8S2 overall, computed with ωB97M-V with the def2-TZVPD basis set.

Total charge ... 0
Frontier orbital gap ... 9.267 eV
SMILES ... C=C.CSS

Geometry (Å):
S (-1.78, 0.46, 2.00)
S (-2.47, -0.01, 0.15)
C (1.79, -0.53, 0.52)
C (-1.44, 1.16, -0.83)
C (1.65, -1.50, -0.38)
H (-0.41, 0.98, -0.58)
H (-1.73, 2.19, -0.60)
H (1.20, -0.58, 1.37)
H (2.37, 0.37, 0.24)
H (1.85, -1.51, -1.51)
H (-1.52, 1.03, -1.90)
H (0.91, -2.24, -0.25)
H (-0.41, 0.19, 1.78)



#3
One molecule with the formula C3H8S2, computed with ωB97M-V with the def2-TZVPD basis set.

Total charge ... 0
Frontier orbital gap ... 9.267 eV
SMILES ... CCSSC

Geometry (Å):
S (0.83, 1.77, 0.45)
S (-0.64, 0.64, -0.46)
C (-1.95, -1.55, 0.50)
C (2.13, 1.86, -0.84)
C (-0.57, -0.94, 0.47)
H (0.22, -1.52, -0.02)
H (-2.62, -0.95, 1.11)
H (-2.40, -1.64, -0.49)
H (1.82, 1.27, -1.68)
H (2.29, 2.92, -1.01)
H (3.03, 1.42, -0.42)
H (-0.24, -0.72, 1.48)
H (-1.90, -2.55, 0.92)



Here are the energies relative to the best structure, in eV: #1 1.265; #2 1.609; #3 0.000.